Record 1
{"formula": "C23H35Br2ClF4N3O6P", "method": "wB97M-V/def2-TZVPD", "elements": ["C", "C", "C", "C", "N", "N", "C", "C", "O", "C", "C", "C", "O", "C", "C", "O", "C", "C", "C", "C", "O", "N", "C", "O", "F", "C", "C", "C", "C", "F", "Br", "C", "F", "F", "Br", "C", "P", "C", "O", "H", "H", "H", "H", "H", "H", "H", "H", "H", "H", "H", "H", "H", "H", "H", "H", "H", "H", "H", "H", "H", "H", "H", "H", "H", "H", "H", "H", "H", "H", "H", "H", "H", "H", "H", "Cl"], "xyz": [[1.585, -3.651, 4.448], [2.845, -3.092, 3.644], [2.639, -1.580, 3.227], [1.565, -1.385, 2.086], [0.907, -0.061, 2.325], [0.436, 0.493, 1.140], [1.307, 1.100, 0.231], [2.865, 1.190, 0.522], [3.170, 2.583, 0.591], [3.988, 2.910, 1.725], [0.784, 1.673, -1.034], [1.732, 2.326, -2.123], [1.716, 1.415, -3.226], [2.631, 0.323, -3.015], [1.972, -1.003, -2.494], [1.392, -1.816, -3.501], [1.489, -3.220, -3.129], [0.769, -3.592, -1.778], [-0.678, 1.655, -1.340], [-1.289, 2.282, -2.631], [-2.103, 3.166, -2.451], [-0.915, 1.907, -3.989], [-2.062, 1.789, -4.867], [-2.403, 0.741, -5.294], [-2.756, 2.918, -5.265], [-1.539, 0.985, -0.314], [-3.094, 0.940, -0.595], [-3.700, 2.203, 0.196], [-5.223, 2.043, 0.530], [-5.564, 0.799, 1.050], [-6.230, 2.293, -1.176], [-5.637, 3.255, 1.493], [-4.711, 3.461, 2.514], [-6.843, 2.985, 2.106], [-5.687, 4.971, 0.484], [-0.947, 0.392, 0.914], [-1.980, -0.506, 2.205], [-2.633, -2.035, 1.281], [-3.325, 0.416, 2.667], [1.298, -4.665, 4.068], [1.808, -3.685, 5.552], [0.743, -2.902, 4.335], [3.093, -3.743, 2.759], [3.724, -3.131, 4.345], [2.280, -1.025, 4.146], [3.601, -1.097, 2.905], [0.778, -2.197, 2.064], [2.049, -1.400, 1.063], [1.587, 0.563, 2.776], [3.371, 0.638, -0.314], [3.151, 0.708, 1.493], [4.335, 3.980, 1.618], [4.911, 2.279, 1.833], [3.348, 2.879, 2.653], [1.323, 3.340, -2.414], [2.778, 2.502, -1.760], [3.485, 0.584, -2.318], [3.101, 0.101, -4.020], [1.203, -0.862, -1.681], [2.812, -1.620, -2.026], [2.580, -3.510, -3.019], [1.043, -3.879, -3.973], [-0.359, -3.576, -1.834], [1.080, -2.977, -0.882], [1.044, -4.662, -1.530], [-0.268, 2.638, -4.327], [-3.558, -0.025, -0.263], [-3.332, 1.071, -1.682], [-3.506, 3.136, -0.409], [-3.049, 2.305, 1.116], [-3.738, -2.188, 1.472], [-2.120, -2.966, 1.652], [-2.452, -1.985, 0.170], [-3.759, -0.124, 3.360], [1.138, -5.779, -4.085]], "forces_ev_per_a": [[0.3, 0.8, -0.2], [0.0, 0.1, 0.5], [-0.4, -0.3, 0.0], [0.3, -0.5, 0.1], [1.0, -0.7, 0.3], [-1.0, 1.3, -2.0], [-1.1, 0.5, -1.4], [-1.3, -0.1, 0.2], [0.7, -0.7, 0.1], [0.1, 1.0, 0.6], [-1.4, 0.1, 1.1], [-0.4, -0.6, 0.5], [0.9, 0.8, 0.9], [0.3, -1.4, -0.7], [0.5, -0.7, 0.2], [0.6, 0.7, 0.9], [-0.5, -0.5, 0.1], [-0.1, -0.5, 0.2], [2.1, -2.1, 2.6], [-0.7, 1.4, 0.4], [0.6, -1.1, 0.2], [-0.5, 0.9, 0.6], [-0.6, -0.6, -0.8], [0.0, 0.6, 0.4], [1.4, -0.7, 0.9], [1.3, 0.1, -1.0], [0.3, 0.8, 0.6], [0.9, -0.8, 0.0], [0.7, 0.8, -0.3], [0.4, 1.8, -0.4], [0.2, -0.8, 0.6], [-0.4, -0.1, 1.0], [-1.2, -0.7, -1.4], [1.7, 0.5, -1.0], [-0.1, -0.7, 0.9], [-1.0, 1.7, -2.9], [0.4, -1.5, 1.8], [-0.3, 0.0, -0.9], [0.6, -0.6, -1.0], [0.1, 1.0, 0.5], [-0.2, -0.2, -1.2], [0.6, -1.1, 0.0], [-0.3, 0.8, 0.8], [-0.7, 0.0, -0.8], [0.3, -0.6, -0.9], [-0.8, -0.5, 0.3], [0.8, 0.9, 0.2], [-0.4, 0.0, 1.0], [-0.5, -0.1, -0.5], [-0.2, 0.7, 0.7], [-0.4, 0.2, -1.0], [-0.5, -1.2, -0.1], [-1.0, 0.3, -0.2], [0.8, -0.2, -0.7], [0.2, -1.2, 0.1], [-1.0, -0.2, -0.1], [-1.0, 0.1, -0.7], [-0.6, 0.2, 1.1], [0.7, 0.3, -0.6], [-0.7, 0.8, -0.3], [-1.0, 0.4, -0.2], [0.8, 1.6, 1.5], [1.1, 0.2, -0.2], [-0.2, -0.3, -0.8], [-0.3, 1.2, -0.5], [-0.2, -0.6, 0.1], [0.5, 1.0, -0.1], [0.5, -0.3, 1.0], [-0.5, -1.1, 0.6], [-1.3, -0.1, -0.7], [1.1, 0.4, -0.2], [-0.3, 1.1, -0.2], [-0.3, -0.1, 1.0], [0.3, 0.5, -0.4], [-0.1, -1.8, -0.4]], "largest_force_ev_per_a": 3.91, "energy_ha": -7861.83261, "gap_ev": 2.88, "spin_multiplicity": 1, "homo_ha": -0.2071, "total_charge": 0}

=====

Record 2
{"formula": "CH2N2O3S", "method": "wB97M-V/def2-TZVPD", "elements": ["C", "N", "N", "O", "O", "O", "S", "H", "H"], "xyz": [[1.211, 0.255, -0.641], [0.062, 0.115, 0.007], [0.105, -0.198, 2.232], [1.471, 0.915, -1.606], [0.929, -0.883, 2.739], [-0.834, 0.515, 2.388], [-1.131, 1.103, 0.095], [1.962, -0.212, -0.164], [-2.331, 0.260, -0.092]], "forces_ev_per_a": [[-0.1, 2.0, -1.2], [-1.8, -1.4, 1.3], [0.1, 0.7, -3.1], [-0.5, 0.7, -1.3], [-1.0, 0.6, 1.0], [1.2, -1.5, 2.7], [-2.6, 0.4, -1.7], [2.9, -2.3, 1.9], [1.9, 1.0, 0.3]], "largest_force_ev_per_a": 4.16, "energy_ha": -772.49586, "gap_ev": [8.08, 8.12], "spin_multiplicity": 1, "de_lowest_kcal_mol": 132.4, "homo_ha": [-0.3370, -0.3531], "total_charge": 0}

=====

Record 3
{"formula": "C17H20N2O2", "method": "wB97M-V/def2-TZVPD", "elements": ["C", "C", "C", "C", "C", "C", "O", "N", "C", "C", "N", "C", "C", "C", "C", "C", "C", "C", "C", "C", "O", "H", "H", "H", "H", "H", "H", "H", "H", "H", "H", "H", "H", "H", "H", "H", "H", "H", "H", "H", "H"], "xyz": [[-2.016, -2.621, 1.471], [-0.852, -2.701, 0.550], [-0.520, -3.600, -0.423], [0.684, -3.141, -0.995], [1.022, -1.993, -0.323], [2.121, -1.077, -0.666], [2.667, -1.190, -1.756], [2.497, -0.113, 0.211], [1.922, 0.151, 1.506], [0.835, 1.237, 1.358], [1.088, 2.121, 0.230], [0.415, 1.788, -1.026], [-1.033, 1.442, -0.829], [-1.549, 0.255, -1.333], [-2.879, -0.073, -1.136], [-3.708, 0.783, -0.432], [-3.204, 1.973, 0.067], [-1.876, 2.301, -0.132], [2.511, 2.324, 0.056], [3.271, 1.012, -0.276], [0.078, -1.731, 0.620], [-1.684, -2.629, 2.509], [-2.676, -3.466, 1.301], [-2.565, -1.695, 1.300], [-1.071, -4.475, -0.700], [1.242, -3.581, -1.795], [2.734, 0.508, 2.149], [1.515, -0.757, 1.946], [-0.142, 0.771, 1.229], [0.805, 1.849, 2.267], [0.903, 0.970, -1.575], [0.485, 2.688, -1.651], [-0.906, -0.417, -1.884], [-3.266, -1.002, -1.531], [-4.746, 0.525, -0.274], [-3.849, 2.646, 0.613], [-1.473, 3.223, 0.261], [2.669, 3.055, -0.739], [2.889, 2.751, 0.989], [4.261, 1.015, 0.195], [3.402, 0.878, -1.351]], "forces_ev_per_a": [[0.3, 0.2, 0.0], [-0.3, -0.6, -0.3], [-0.2, 0.3, 0.4], [0.4, 0.7, 0.4], [-0.1, -1.0, -0.8], [0.3, 0.2, 0.0], [-0.2, -0.2, 0.0], [0.1, 0.0, 0.0], [-0.3, 0.1, 0.3], [0.1, 0.0, 0.3], [-0.1, 0.0, -0.1], [0.1, 0.1, -0.1], [0.0, 0.0, -0.1], [0.1, 0.1, 0.0], [-0.1, 0.0, 0.0], [-0.1, -0.1, 0.0], [0.0, 0.1, 0.1], [0.0, 0.0, -0.1], [0.0, 0.1, 0.1], [0.1, 0.1, -0.3], [-0.1, 0.2, 0.2], [0.0, 0.0, 0.1], [0.0, 0.0, 0.0], [-0.1, 0.0, 0.0], [-0.2, -0.2, 0.0], [0.2, 0.0, -0.2], [-0.1, -0.1, 0.0], [0.1, 0.1, 0.0], [0.1, 0.0, 0.1], [0.0, -0.1, 0.0], [0.0, 0.0, -0.1], [0.0, -0.1, -0.1], [0.1, -0.1, 0.0], [0.0, -0.1, 0.0], [-0.1, 0.0, 0.0], [-0.1, 0.1, 0.0], [0.0, 0.1, 0.1], [0.1, 0.0, 0.1], [0.1, 0.1, -0.1], [0.0, 0.0, -0.1], [0.0, 0.0, 0.2]], "largest_force_ev_per_a": 1.29, "energy_ha": -919.77907, "gap_ev": 9.02, "spin_multiplicity": 1, "de_lowest_kcal_mol": 22.2, "homo_ha": -0.3029, "total_charge": 0}

=====

Repeat the second record exactly.
{"formula": "CH2N2O3S", "method": "wB97M-V/def2-TZVPD", "elements": ["C", "N", "N", "O", "O", "O", "S", "H", "H"], "xyz": [[1.211, 0.255, -0.641], [0.062, 0.115, 0.007], [0.105, -0.198, 2.232], [1.471, 0.915, -1.606], [0.929, -0.883, 2.739], [-0.834, 0.515, 2.388], [-1.131, 1.103, 0.095], [1.962, -0.212, -0.164], [-2.331, 0.260, -0.092]], "forces_ev_per_a": [[-0.1, 2.0, -1.2], [-1.8, -1.4, 1.3], [0.1, 0.7, -3.1], [-0.5, 0.7, -1.3], [-1.0, 0.6, 1.0], [1.2, -1.5, 2.7], [-2.6, 0.4, -1.7], [2.9, -2.3, 1.9], [1.9, 1.0, 0.3]], "largest_force_ev_per_a": 4.16, "energy_ha": -772.49586, "gap_ev": [8.08, 8.12], "spin_multiplicity": 1, "de_lowest_kcal_mol": 132.4, "homo_ha": [-0.3370, -0.3531], "total_charge": 0}